# 1
62
Properties=species:S:1:pos:R:3 method="wB97M-V/def2-TZVPD" multiplicity=1 total_energy_ev=-129521.329 lumo_ev=0.327 e_homo_ev=-6.5 e_above_lowest_ev=0.950
O 0.524 -0.868 -1.770
C 1.245 0.308 -2.442
C 0.902 -0.180 -3.846
H 2.322 0.281 -2.165
H 0.755 1.251 -2.175
C 0.462 -1.500 -3.178
H 1.795 -0.273 -4.476
H 0.147 0.436 -4.340
C 1.574 -2.486 -3.380
H 2.533 -2.006 -3.176
H 1.595 -2.802 -4.434
H 1.458 -3.377 -2.762
C -0.878 -2.148 -3.479
H -1.736 -1.474 -3.413
H -1.054 -2.974 -2.775
H -0.870 -2.592 -4.488
Lu 0.251 -1.100 0.257
C -1.690 -1.878 2.305
C -1.501 -0.507 2.577
C -1.849 0.236 1.410
H -1.204 -0.073 3.530
C -2.340 -0.693 0.437
C -2.156 -2.019 0.957
H -2.452 -2.941 0.460
H -1.579 -2.678 3.041
H -1.834 1.313 1.308
H -2.929 -0.422 -0.443
C 1.460 -2.558 1.888
C 0.729 -3.447 1.054
C 1.269 -3.361 -0.259
H -0.071 -4.119 1.358
C 2.361 -2.436 -0.229
C 2.435 -1.902 1.093
H 3.156 -1.154 1.426
H 1.318 -2.417 2.963
H 1.023 -4.045 -1.077
H 3.107 -2.296 -1.017
O -0.505 2.762 -2.884
C -1.906 2.537 -3.116
C -2.714 3.639 -2.377
H -2.136 1.564 -2.649
H -2.132 2.466 -4.208
C -1.665 4.601 -1.773
H -3.278 3.149 -1.562
H -3.412 4.135 -3.047
C -0.350 3.802 -1.892
H -1.886 4.746 -0.704
H -1.645 5.590 -2.246
H -0.197 3.323 -0.902
H 0.542 4.415 -2.118
Se 1.277 1.274 1.687
C 1.197 1.143 3.551
C 0.447 2.080 4.318
C 0.283 1.906 5.687
C 0.889 0.818 6.339
C 1.720 -0.050 5.612
C 1.917 0.138 4.246
H 0.006 2.945 3.818
H -0.318 2.622 6.259
H 0.722 0.653 7.403
H 2.230 -0.875 6.116
H 2.636 -0.478 3.702



# 2
114
Properties=species:S:1:pos:R:3 method="wB97M-V/def2-TZVPD" multiplicity=1 total_energy_ev=-76015.313 total_charge=+1 lumo_ev=-2.145 e_homo_ev=-9.2 e_above_lowest_ev=0.674
C 4.572 -1.241 6.033
C 4.147 -2.251 4.941
B 2.922 -1.744 4.038
O 1.983 -2.667 3.674
C 2.833 -0.218 3.651
C 2.228 0.651 4.540
C 2.120 2.000 4.323
C 2.645 2.527 3.152
C 2.534 4.026 2.940
C 1.165 4.425 2.324
C 0.496 5.541 3.140
C -0.915 5.895 2.624
C -1.868 4.670 2.563
C -1.714 3.709 3.751
C -2.847 2.652 3.832
C -3.017 2.011 2.450
O -3.807 0.807 2.599
C -4.230 0.307 1.409
C -3.979 -1.183 1.222
O -4.801 0.947 0.547
C 3.248 1.657 2.281
C 3.358 0.297 2.488
N 4.006 -0.643 1.613
B 5.472 -0.704 1.908
C 6.334 -1.992 1.584
O 6.118 0.403 2.463
C 3.904 -0.309 0.218
C 3.843 -1.350 -0.678
C 3.773 -1.129 -2.031
C 3.703 -2.302 -2.998
C 2.360 -2.336 -3.766
C 1.159 -2.245 -2.828
F 0.887 -0.944 -2.564
F 0.027 -2.775 -3.345
F 1.386 -2.822 -1.640
C 3.783 0.161 -2.548
C 3.755 0.519 -4.025
C 4.921 1.508 -4.309
O 5.470 1.261 -5.599
C 3.822 1.213 -1.655
C 3.890 0.964 -0.309
S 3.958 2.366 0.786
H 5.492 -1.562 6.535
H 4.805 -0.279 5.565
H 3.823 -1.119 6.820
H 5.012 -2.492 4.305
H 3.865 -3.178 5.467
H 2.311 -3.544 3.904
H 1.834 0.264 5.480
H 1.648 2.640 5.063
H 3.368 4.351 2.312
H 2.614 4.481 3.932
H 0.517 3.562 2.163
H 1.363 4.848 1.329
H 0.457 5.261 4.199
H 1.094 6.458 3.061
H -0.866 6.427 1.667
H -1.345 6.617 3.334
H -1.638 4.141 1.630
H -2.890 5.066 2.536
H -0.767 3.161 3.756
H -1.724 4.313 4.669
H -3.767 3.121 4.187
H -2.525 1.847 4.503
H -2.038 1.760 2.025
H -3.548 2.723 1.815
H -4.815 -1.753 1.645
H -3.076 -1.515 1.739
H -3.926 -1.420 0.159
H 7.076 -2.209 2.354
H 6.882 -1.781 0.651
H 5.662 -2.828 1.368
H 6.656 0.776 1.751
H 3.859 -2.389 -0.361
H 3.804 -3.258 -2.476
H 4.495 -2.252 -3.752
H 2.236 -3.267 -4.334
H 2.249 -1.534 -4.496
H 2.832 1.036 -4.306
H 3.925 -0.340 -4.674
H 4.553 2.541 -4.242
H 5.714 1.362 -3.565
H 6.389 1.541 -5.614
H 3.796 2.241 -2.003
C -3.210 -1.118 -2.361
C -4.179 -1.210 -3.523
N -4.491 -2.624 -3.981
C -3.198 -3.266 -4.410
C -5.343 -2.579 -5.236
C -6.741 -1.998 -5.106
C -5.061 -3.522 -2.893
C -6.287 -3.048 -2.130
O -6.020 -1.847 -1.440
C -7.183 -1.072 -1.154
H -2.212 -1.465 -2.629
H -3.114 -0.072 -2.070
H -3.545 -1.670 -1.486
H -3.756 -0.701 -4.391
H -5.115 -0.719 -3.286
H -2.720 -2.620 -5.142
H -3.420 -4.236 -4.848
H -2.563 -3.396 -3.540
H -5.406 -3.601 -5.608
H -4.773 -1.992 -5.955
H -7.453 -2.745 -4.763
H -7.086 -1.694 -6.095
H -6.796 -1.122 -4.463
H -4.250 -3.678 -2.186
H -5.280 -4.473 -3.381
H -6.524 -3.822 -1.390
H -7.160 -2.954 -2.773
H -8.095 -1.670 -1.174
H -7.262 -0.258 -1.880
H -7.066 -0.635 -0.164



# 3
29
Properties=species:S:1:pos:R:3 method="wB97M-V/def2-TZVPD" multiplicity=1 total_energy_ev=-21416.205 total_charge=+1 lumo_ev=-2.916 e_homo_ev=-12.3 e_above_lowest_ev=1.092
C -2.158 1.996 -0.888
C -2.032 0.794 0.018
C -1.745 0.594 1.300
C -1.737 -0.886 1.584
C -1.843 -1.586 0.216
C -2.228 -0.465 -0.644
P -0.577 -1.524 -1.126
N 0.725 -0.516 -0.306
C 1.513 0.332 -1.237
C 2.791 0.750 -0.448
C 2.887 -0.272 0.707
C 1.896 -1.296 0.291
H -1.219 1.977 -1.571
H -2.291 2.887 -0.241
H -3.089 1.841 -1.559
H -1.548 1.415 2.052
H -0.928 -0.963 2.351
H -2.634 -1.130 2.105
H -2.406 -2.447 0.239
H -2.898 -0.540 -1.514
H 0.362 0.217 0.344
H 0.801 1.215 -1.591
H 1.827 -0.267 -2.100
H 2.606 1.737 0.021
H 3.666 0.701 -1.109
H 3.775 -0.856 0.841
H 2.495 0.042 1.725
H 2.371 -1.818 -0.540
H 1.616 -1.934 1.082



# 4
9
Properties=species:S:1:pos:R:3 method="wB97M-V/def2-TZVPD" multiplicity=1 total_energy_ev=-223568.111 lumo_ev="-0.849 / -0.848" e_homo_ev="-8.5 / -8.5" e_above_lowest_ev=2.790
C 1.904 0.129 0.351
P 0.153 0.162 0.277
Br -0.736 -0.188 2.345
Br -0.117 2.240 -0.167
C -1.649 -0.530 -0.790
O -1.954 0.096 -1.740
Br -2.244 -2.076 0.002
H 2.507 -0.716 0.233
H 2.134 0.882 -0.511